Density functional theory data (ωB97M-V/def2-TZVPD) for a 3-piece molecular cluster, C4H6O2 overall.

XYZ file:
```
12
Properties=species:S:1:pos:R:3:forces:R:3:nbo_charge:R:1
O -0.063 1.160 -1.294 -0.09 0.13 0.07 -0.6680
C 0.189 0.024 -0.550 0.08 0.04 0.12 -0.0042
C -0.912 -1.051 -0.555 -0.05 -0.22 -0.14 -0.3593
C -0.731 -0.178 0.638 -0.12 -0.15 0.08 -0.4518
C 1.454 0.017 0.117 0.79 -0.42 0.14 0.7442
O 2.515 -0.404 0.337 -0.98 0.41 -0.14 -0.4163
H -0.582 1.757 -0.726 0.07 -0.05 -0.08 0.4853
H -0.723 -2.118 -0.452 -0.01 0.17 0.00 0.2289
H -1.586 -0.794 -1.368 0.10 -0.02 0.12 0.2445
H -0.272 -0.772 1.442 0.01 0.10 -0.10 0.2026
H -0.117 1.093 1.214 0.21 -0.01 -0.09 0.1368
H 0.828 1.267 1.197 -0.02 0.00 0.02 -0.1428
```
Positions in Å, forces in eV/Å.

Calculated values
frontier orbital gap (spin up / spin down)	8.60 / 8.59	eV
LUMO energy (spin up / spin down)	-0.194 / -0.194	eV
energy above the lowest of the compared OMol25 structures with the same formula, charge and spin	162.75	kcal/mol
total energy	-8333.40358	eV
maximum force	0.02091	hartree/bohr

Density functional theory data (ωB97M-V/def2-TZVPD) for C18H32BNO36S7 as an isolated structure.

XYZ file:
```
95
Properties=species:S:1:pos:R:3:forces:R:3:lowdin_charge:R:1
N -0.256 -0.029 -0.218 0.64 1.00 0.18 0.2874
H -1.092 -0.208 -0.769 -0.18 -0.35 0.52 0.1173
H -0.376 0.549 0.639 -0.58 -0.51 -0.39 0.0721
H 0.371 0.532 -0.807 0.08 -0.50 0.03 0.0681
H 0.239 -0.878 0.074 -0.25 0.03 -0.30 0.1049
O 0.906 -0.491 -2.629 -0.63 -0.19 0.94 0.1279
C 1.237 -0.605 -3.772 0.19 -0.12 -1.36 -0.3790
O 1.941 0.274 -4.428 0.21 0.40 0.29 0.1961
B 2.364 -0.245 -5.758 0.53 0.23 -0.02 -0.8766
O 1.597 -1.489 -5.887 -0.04 -0.04 -0.02 0.2454
C 0.915 -1.748 -4.783 -0.23 -0.40 0.01 -0.3708
O 0.165 -2.667 -4.604 0.26 0.34 0.12 0.1542
O 2.115 0.736 -6.807 -0.23 0.05 0.13 0.2267
C 3.275 1.163 -7.326 -0.20 -0.87 0.46 -0.3816
O 3.427 2.036 -8.107 -0.01 0.53 -0.47 0.1810
C 4.373 0.249 -6.735 -0.29 0.06 0.13 -0.3923
O 3.833 -0.446 -5.732 -0.40 -0.14 -0.31 0.2185
O 5.489 0.173 -7.132 0.59 -0.01 0.01 0.1660
C 0.042 2.751 -3.870 -0.03 -0.38 -0.79 -0.1438
C -0.720 4.024 -4.229 -1.97 -0.17 1.14 -0.1603
O 0.143 5.105 -3.905 0.21 0.14 -0.43 -0.1640
S 1.667 4.654 -4.053 -0.07 -0.15 0.17 0.5877
O 2.419 5.251 -3.012 -0.10 -0.15 0.46 -0.2147
O 2.118 4.788 -5.378 0.05 0.15 -0.97 -0.1935
O 1.418 3.106 -3.768 0.32 0.68 0.28 -0.2116
H -0.023 2.037 -4.688 -0.14 -0.24 0.21 0.1342
H -0.263 2.341 -2.912 -0.03 -0.10 -0.10 0.1013
H -1.596 4.133 -3.576 0.46 0.00 0.32 0.1090
H -1.253 4.021 -5.184 1.28 0.34 -0.62 0.1361
C 4.358 1.878 -1.097 0.69 -0.53 -0.67 -0.1170
C 2.964 1.515 -1.640 -0.26 1.91 0.19 -0.1029
O 2.221 1.064 -0.488 0.02 -0.60 -0.28 -0.2365
S 2.969 1.331 0.882 0.53 -0.37 -2.05 0.5698
O 2.829 0.162 1.649 0.20 -0.55 1.05 -0.2166
O 2.594 2.602 1.343 -0.18 1.02 0.83 -0.1784
O 4.424 1.356 0.242 -0.17 0.15 0.44 -0.1741
H 4.567 2.945 -1.139 -0.28 0.07 0.37 0.1338
H 5.167 1.388 -1.638 -0.12 -0.12 0.01 0.1349
H 2.873 0.847 -2.490 0.29 -0.40 0.52 0.1131
H 2.490 2.453 -1.937 0.05 -0.24 -0.10 0.1122
C -3.235 -5.083 1.143 0.39 0.24 0.46 -0.1363
C -2.248 -4.458 2.150 1.33 -0.33 -0.35 -0.1374
O -1.487 -3.490 1.408 0.05 -0.05 0.32 -0.2239
S -1.885 -3.372 -0.116 -0.79 -0.41 0.46 0.5810
O -0.913 -4.014 -0.902 0.55 -0.58 -0.39 -0.1770
O -2.279 -2.052 -0.387 0.23 0.28 -1.36 -0.2393
O -3.227 -4.241 -0.004 -0.24 0.29 0.07 -0.1664
H -4.204 -5.083 1.637 -0.35 -0.18 -0.62 0.1274
H -2.931 -6.070 0.805 -0.08 -0.16 0.34 0.1353
H -1.536 -5.201 2.512 -0.10 -0.02 0.04 0.1368
H -2.653 -3.936 3.014 -0.05 -0.30 -0.33 0.0826
C -3.481 -2.144 4.584 -1.51 -0.36 0.52 -0.1832
C -4.564 -2.552 3.598 0.71 1.34 -0.56 -0.1190
O -4.898 -1.260 3.003 -0.76 0.16 0.22 -0.1736
S -3.547 -0.508 2.693 1.16 -0.27 0.38 0.6137
O -3.677 0.877 2.928 -0.48 0.31 0.11 -0.1845
O -2.942 -0.979 1.498 -0.71 0.53 0.70 -0.2174
O -2.714 -1.187 3.902 0.57 0.06 -0.11 -0.1846
H -2.986 -3.043 4.948 0.84 0.35 -0.18 0.1373
H -3.965 -1.655 5.436 0.09 -0.09 0.06 0.1419
H -5.417 -2.974 4.110 -0.30 -0.14 -0.44 0.1452
H -4.134 -3.062 2.734 -0.60 -0.69 0.51 0.0929
C -4.055 3.842 -0.894 1.03 0.47 -0.18 -0.0917
C -3.976 2.952 0.389 -0.18 0.79 -0.79 -0.1539
O -2.691 2.352 0.296 0.60 -0.86 0.09 -0.2073
S -1.685 3.466 -0.244 -1.93 0.35 0.89 0.5855
O -0.503 2.846 -0.686 0.39 -0.49 -0.84 -0.1946
O -1.641 4.505 0.706 0.33 0.67 0.41 -0.1801
O -2.680 3.918 -1.404 0.63 -0.34 -0.26 -0.2222
H -4.313 4.883 -0.711 -0.46 -0.19 0.21 0.1315
H -4.602 3.426 -1.734 -0.27 -0.11 0.25 0.1292
H -4.758 2.204 0.344 0.20 -0.27 0.32 0.1324
H -3.998 3.555 1.293 -0.29 -0.06 0.05 0.1308
C 3.037 -4.342 2.101 -0.78 -0.62 0.02 -0.1010
C 3.573 -3.059 2.697 1.64 0.42 0.77 -0.1613
O 2.547 -2.592 3.585 -0.49 -0.04 0.07 -0.1807
S 1.165 -2.846 2.825 1.72 -0.08 -0.77 0.5615
O 1.092 -1.903 1.779 -0.65 0.50 -0.62 -0.2082
O 0.128 -2.999 3.757 -0.78 -0.29 0.91 -0.1985
O 1.584 -4.238 2.220 -0.22 -0.18 -0.16 -0.1869
H 3.248 -5.234 2.689 0.39 0.17 0.07 0.1333
H 3.305 -4.534 1.066 -0.06 0.27 -0.08 0.1397
H 3.920 -2.273 2.024 -0.78 -0.05 -0.40 0.1262
H 4.453 -3.230 3.322 -0.24 -0.29 0.08 0.1399
C -0.141 -0.043 5.077 1.03 -1.26 -1.11 -0.1871
C 1.308 0.423 5.061 -0.67 0.69 1.58 -0.1314
O 1.368 1.447 4.064 0.60 0.29 -0.46 -0.1695
S -0.059 1.785 3.497 -0.42 -0.80 0.86 0.5938
O -0.233 0.999 2.328 -0.25 -0.34 -0.62 -0.2333
O -0.392 3.143 3.488 0.29 0.95 -0.02 -0.1576
O -0.876 1.114 4.697 -0.17 0.10 0.39 -0.1629
H -0.339 -0.509 6.038 -0.75 0.63 0.18 0.1455
H -0.299 -0.804 4.308 -0.08 0.07 0.17 0.0809
H 2.031 -0.382 4.992 0.15 0.11 -0.75 0.1271
H 1.474 0.956 6.002 0.26 -0.13 -0.01 0.1356
```
Positions in Å, forces in eV/Å.

Calculated values
frontier orbital gap	8.42	eV
LUMO energy	-0.499	eV
energy above the lowest of the compared OMol25 structures with the same formula, charge and spin	8.64	kcal/mol
total energy	-170906.32918	eV
maximum force	0.04435	hartree/bohr

Density functional theory data (ωB97M-V/def2-TZVPD) for C32H14CaF15GeN10SSbSe4 as an isolated structure.

XYZ file:
```
79
Properties=species:S:1:pos:R:3:forces:R:3:lowdin_charge:R:1
Ca -0.282 0.015 -0.171 0.45 -6.35 -5.77 0.5232
N 0.815 -3.620 -2.469 0.10 -0.30 0.55 0.0289
C -0.477 -3.987 -2.676 0.01 -0.04 0.03 -0.1746
C -1.105 -3.800 -1.475 -0.07 -0.28 0.11 -0.1813
N -0.224 -3.339 -0.547 0.08 0.26 0.77 0.0735
C 0.926 -3.209 -1.174 -0.42 -0.52 -0.59 -0.4043
C 2.146 -2.651 -0.636 0.24 0.12 -0.03 -0.2945
N 2.305 -2.051 0.531 -0.34 0.15 -0.01 0.1067
C 3.623 -1.672 0.576 0.10 -0.01 -0.09 -0.1666
C 4.262 -2.035 -0.572 0.10 0.10 0.15 -0.1036
N 3.314 -2.662 -1.337 -0.10 -0.02 0.19 0.1254
H 1.440 -3.474 -3.272 0.07 0.22 -0.29 -0.0626
H -0.829 -4.276 -3.652 -0.03 0.09 0.02 0.0561
H -2.140 -3.967 -1.231 -0.02 0.01 -0.02 0.0933
H 4.030 -1.160 1.433 0.05 0.03 -0.03 0.0767
H 5.278 -1.900 -0.896 -0.02 -0.01 -0.06 0.0991
H 3.438 -2.995 -2.279 -0.11 0.07 -0.15 0.1406
N 1.026 1.346 0.735 2.10 1.17 1.36 0.0110
C -0.221 1.950 0.853 -0.36 4.86 1.39 -0.6101
N -0.422 2.844 1.826 0.33 -0.14 -0.17 0.2055
C -1.628 3.413 1.784 -0.05 0.18 0.29 -0.4331
N -1.846 4.506 2.560 0.00 -0.07 0.03 0.1634
N -2.676 2.977 1.073 0.10 0.08 -0.07 0.2169
C -2.321 2.171 0.092 -0.46 0.52 -0.30 -0.2684
N -1.062 1.821 -0.156 -1.56 2.86 0.27 -0.0416
C -3.300 1.670 -0.893 -0.29 -0.06 -0.36 -0.2165
C -4.403 2.407 -1.303 0.11 0.06 0.19 -0.0192
C -5.149 1.914 -2.363 -0.07 -0.05 -0.05 -0.0689
C -4.760 0.735 -2.979 0.03 0.14 0.09 -0.0248
C -3.658 0.052 -2.475 0.08 -0.26 0.04 -0.1193
N -2.962 0.504 -1.443 -0.07 0.21 0.51 0.0615
H 1.655 1.746 1.420 0.05 0.17 -0.08 0.1138
H 0.884 0.380 1.051 2.32 0.79 1.95 -0.0502
H -1.035 5.038 2.828 0.00 -0.08 0.11 0.1015
H -2.692 5.009 2.351 0.05 0.01 0.07 0.1014
H -4.634 3.345 -0.816 -0.04 0.00 -0.03 0.1013
H -6.016 2.459 -2.716 0.03 0.03 -0.04 0.0991
H -5.275 0.348 -3.847 0.00 -0.03 0.00 0.1105
H -3.303 -0.871 -2.932 -0.05 0.02 -0.06 0.0507
F 2.415 0.398 3.211 0.12 0.11 -0.02 0.0672
C 2.354 -0.735 3.934 -0.27 -0.03 -0.10 -0.2413
C 1.112 -1.276 4.213 -0.20 0.11 0.05 -0.0926
C 1.128 -2.509 4.851 0.21 0.19 -0.20 -0.2091
F 0.007 -3.207 5.060 -0.13 0.01 0.14 0.1076
C 2.302 -3.107 5.276 -0.05 -0.03 -0.03 -0.1364
F 2.266 -4.278 5.918 0.06 -0.06 0.00 0.1164
C 3.515 -2.496 5.027 -0.07 0.02 0.00 -0.1318
F 4.647 -3.069 5.431 0.10 -0.03 0.03 0.1261
C 3.547 -1.298 4.338 -0.10 0.00 -0.04 -0.1513
F 4.714 -0.709 4.071 0.10 0.02 -0.04 0.1153
Ge -0.594 -0.291 3.765 0.88 -0.73 3.03 0.6844
S -0.981 -0.399 1.789 -3.61 -2.34 5.44 0.4133
C -1.820 -1.139 5.097 0.06 -0.17 0.00 -0.1360
C -1.542 -1.020 6.447 -0.27 -0.27 -0.13 -0.2264
F -0.401 -0.444 6.864 0.05 -0.01 0.12 0.1014
C -2.391 -1.516 7.419 0.07 0.09 0.01 -0.1382
F -2.103 -1.371 8.718 -0.01 -0.03 0.08 0.1111
C -3.547 -2.170 7.040 -0.02 0.01 -0.02 -0.1340
F -4.377 -2.642 7.972 -0.04 -0.06 0.05 0.1195
C -3.842 -2.337 5.698 0.09 0.05 0.05 -0.1364
F -4.950 -2.987 5.342 -0.09 -0.02 -0.03 0.1234
C -2.974 -1.816 4.756 0.17 0.11 -0.22 -0.2228
F -3.268 -1.974 3.464 -0.25 -0.11 0.07 0.0949
C -0.636 1.417 4.806 0.02 0.04 -0.12 -0.1171
C 0.385 2.032 5.505 -0.18 -0.03 -0.24 -0.2200
F 1.651 1.637 5.346 0.10 0.11 0.11 0.1091
C 0.145 3.056 6.401 0.03 0.08 0.06 -0.1392
F 1.155 3.660 7.037 0.03 0.01 0.05 0.1138
C -1.154 3.459 6.653 0.11 0.09 0.07 -0.1327
F -1.389 4.461 7.506 0.00 -0.06 0.01 0.1187
C -2.204 2.839 6.008 0.01 -0.02 -0.08 -0.1465
F -3.459 3.217 6.252 -0.11 0.08 0.00 0.1220
C -1.920 1.847 5.091 0.10 0.18 -0.37 -0.2485
F -2.946 1.296 4.425 -0.15 0.15 0.07 0.0937
Se 1.498 -2.562 -5.387 1.04 -0.27 0.39 -0.2229
Sb -0.270 -1.043 -4.608 -0.33 -0.40 -3.10 -0.3740
Se -0.283 -0.534 -2.274 0.80 -1.18 -5.98 0.1037
Se -2.218 -2.283 -5.417 -0.81 -0.24 0.62 -0.3207
Se -0.265 0.814 -6.182 0.21 0.73 0.36 -0.3841
```
Positions in Å, forces in eV/Å.

Calculated values
frontier orbital gap	3.49	eV
net charge	-2
LUMO energy	2.876	eV
total energy	-442786.16005	eV
maximum force	0.16712	hartree/bohr

Which value of total energy does entry 1 give? -8333.40358 eV

Copy entry 1 word for word.
Density functional theory data (ωB97M-V/def2-TZVPD) for a 3-piece molecular cluster, C4H6O2 overall.

XYZ file:
```
12
Properties=species:S:1:pos:R:3:forces:R:3:nbo_charge:R:1
O -0.063 1.160 -1.294 -0.09 0.13 0.07 -0.6680
C 0.189 0.024 -0.550 0.08 0.04 0.12 -0.0042
C -0.912 -1.051 -0.555 -0.05 -0.22 -0.14 -0.3593
C -0.731 -0.178 0.638 -0.12 -0.15 0.08 -0.4518
C 1.454 0.017 0.117 0.79 -0.42 0.14 0.7442
O 2.515 -0.404 0.337 -0.98 0.41 -0.14 -0.4163
H -0.582 1.757 -0.726 0.07 -0.05 -0.08 0.4853
H -0.723 -2.118 -0.452 -0.01 0.17 0.00 0.2289
H -1.586 -0.794 -1.368 0.10 -0.02 0.12 0.2445
H -0.272 -0.772 1.442 0.01 0.10 -0.10 0.2026
H -0.117 1.093 1.214 0.21 -0.01 -0.09 0.1368
H 0.828 1.267 1.197 -0.02 0.00 0.02 -0.1428
```
Positions in Å, forces in eV/Å.

Calculated values
frontier orbital gap (spin up / spin down)	8.60 / 8.59	eV
LUMO energy (spin up / spin down)	-0.194 / -0.194	eV
energy above the lowest of the compared OMol25 structures with the same formula, charge and spin	162.75	kcal/mol
total energy	-8333.40358	eV
maximum force	0.02091	hartree/bohr